The following is a DFT calculation (ωB97M-V/def2-TZVPD) of a structure of composition C19H27N5O2PdS in a non-equilibrium geometry.

The geometry in ORCA input format:
```
! wB97M-V def2-TZVPD RIJCOSX def2/J DEFGRID3
* xyz 4 5
N 0.05642 2.26341 -0.22586
C 0.15296 3.41444 -0.21461
C 0.22994 4.86392 -0.22467
H -0.78185 5.27969 -0.29669
H 0.81993 5.19180 -1.08893
H 0.70495 5.21905 0.69658
N 1.85886 -1.21851 -0.66531
C 2.82616 -1.84265 -0.72637
C 4.01518 -2.61533 -0.95076
H 4.61840 -2.12703 -1.72152
H 3.73291 -3.61759 -1.28364
H 4.58683 -2.68163 -0.02323
N -2.03643 -0.96955 -0.21897
C -3.06579 -1.52239 -0.21165
C -4.35439 -2.17169 -0.22422
H -4.36363 -2.99881 0.49468
H -4.55782 -2.56324 -1.22836
H -5.13264 -1.44834 0.04547
Pd 0.22821 -0.16893 -0.73056
C -0.00743 -1.61564 1.52644
O 0.02823 -2.75883 1.83659
C 1.59774 0.70335 1.45636
O 2.56115 1.10276 1.95174
C 0.47699 1.34425 -3.31148
C -0.90604 1.41008 -3.19148
C -1.65747 0.25121 -3.19179
C -1.03281 -0.98506 -3.30965
C 0.34493 -1.05599 -3.42320
C 1.10426 0.11581 -3.42390
H 1.05960 2.25851 -3.35161
H -1.39458 2.37742 -3.13329
H -2.74004 0.30265 -3.13551
H -1.62942 -1.89019 -3.35015
H 0.83435 -2.01312 -3.56865
H 2.17795 0.05979 -3.56799
C -1.21542 -1.77672 6.65227
C -0.02996 -1.54689 5.73567
N -0.54256 -1.02239 4.44526
C -0.04150 0.02052 3.78162
S -0.46227 0.08926 2.01047
N 0.41328 1.14764 4.33977
C -0.03674 1.68623 5.64814
C 1.20024 2.07566 6.43659
H -1.79468 -0.85104 6.77068
H -0.87126 -2.11550 7.64048
H -1.89127 -2.53800 6.23391
H 0.70456 -0.83921 6.14800
H 0.49667 -2.50316 5.53773
H -1.00602 -1.72027 3.86535
H 0.74681 1.86593 3.69579
H -0.68122 2.57552 5.47739
H -0.64526 0.93051 6.16596
H 1.75716 2.86832 5.91626
H 0.92379 2.43761 7.43791
H 1.86996 1.21082 6.53782
*
```

For the lowest unoccupied orbital energy (spin up / spin down), the calculation gives -12.91 / -16.16 eV. The calculation puts the largest force on an atom at 5.167 eV/A.